Here is a structure of composition C19H28AsIrN2O7PS at a distorted geometry from the OMol25 dataset. Energies are from ωB97M-V/def2-TZVPD.

Its net charge is +2. Its multiplicity is 2. The calculation puts the LUMO energy (spin up / spin down) at -7.1 / -10.0 eV. Its energy above the lowest of the compared OMol25 structures with the same formula, charge and spin is 82.1 kJ/mol. For the total energy, the calculation gives -4456.04666 Eh. The value obtained for the strongest force on any atom is 0.02292 hartree/bohr. The calculation puts the HOMO energy (spin up / spin down) at -15.1 / -15.1 eV.

Geometry as XYZ:
```
60
Properties=species:S:1:pos:R:3:lowdin_spin:R:1
Ir -0.076 0.489 -0.739 0.000
O 0.758 1.633 1.718 0.000
As -0.997 1.622 1.943 0.000
O -1.422 1.286 3.453 0.000
O -1.343 0.353 0.776 0.000
C -1.494 3.365 1.283 0.000
C -2.171 4.088 2.256 0.000
C -2.539 5.414 2.030 0.000
C -2.224 6.018 0.830 0.000
C -1.551 5.300 -0.156 0.000
C -1.187 3.985 0.060 0.000
S -0.451 3.162 -1.346 0.000
O -1.369 1.976 -1.545 0.000
O -0.368 4.078 -2.421 0.000
O 0.839 2.533 -0.932 0.000
H 1.228 1.839 2.538 0.000
H -2.392 3.621 3.208 0.000
H -3.058 5.962 2.804 0.000
H -2.493 7.049 0.646 0.000
H -1.304 5.765 -1.101 0.000
C 3.074 -0.543 -0.085 0.000
P 1.362 -1.086 0.075 0.000
C 1.098 -1.556 1.796 0.000
C 1.263 -2.664 -0.816 0.000
H 3.758 -1.305 0.290 0.000
H 3.212 0.375 0.486 0.000
H 3.308 -0.338 -1.130 0.000
H 1.850 -2.290 2.087 0.000
H 0.105 -1.993 1.906 0.000
H 1.166 -0.689 2.447 0.000
H 1.907 -3.397 -0.329 0.000
H 1.605 -2.563 -1.847 0.000
H 0.242 -3.044 -0.798 0.000
C -4.670 1.774 -0.248 0.053
C -5.051 1.037 -1.547 0.067
N -5.597 -0.278 -1.289 0.555
C -6.881 -0.393 -0.632 0.064
C -6.715 -0.893 0.821 0.056
C -4.947 -1.527 -1.687 0.011
O -5.598 -2.524 -1.646 0.146
C -3.535 -1.448 -2.159 -0.006
C -3.179 -1.944 -3.407 -0.003
C -1.852 -1.835 -3.794 0.000
C -0.949 -1.239 -2.936 -0.002
N -1.299 -0.802 -1.719 0.001
C -2.570 -0.914 -1.325 -0.002
H -4.240 2.731 -0.542 0.004
H -3.919 1.225 0.317 0.000
H -5.543 1.956 0.376 0.000
H -4.197 0.952 -2.215 0.001
H -5.847 1.600 -2.046 0.024
H -7.471 -1.126 -1.187 0.023
H -7.358 0.583 -0.663 0.002
H -6.267 -1.883 0.846 0.001
H -7.713 -0.956 1.252 0.005
H -6.123 -0.197 1.411 0.000
H -3.918 -2.384 -4.064 0.000
H -1.517 -2.179 -4.762 0.000
H 0.084 -1.092 -3.224 0.000
H -2.782 -0.530 -0.337 0.000
```

---

Here is an isolated molecule of C4H11NO2S at a distorted geometry from the OMol25 dataset. Energies are from ωB97M-V/def2-TZVPD.

Its multiplicity is 3. The calculation puts the LUMO energy (spin up / spin down) at 0.8 / -4.1 eV. Its energy above the lowest of the compared OMol25 structures with the same formula, charge and spin is 377.2 kJ/mol. For the total energy, the calculation gives -762.11639 Eh. The value obtained for the strongest force on any atom is 0.13035 hartree/bohr. The calculation puts the HOMO energy (spin up / spin down) at -3.8 / -10.5 eV.

Geometry as XYZ:
```
19
Properties=species:S:1:pos:R:3:lowdin_spin:R:1
C 0.856 0.283 -1.350 0.045
C 1.673 0.496 1.041 0.065
C -2.015 -1.196 -0.396 0.318
C 0.507 0.412 0.082 0.427
N -0.574 1.570 0.183 0.018
O -1.033 -0.717 1.858 0.184
O 0.345 -2.259 0.589 0.319
S -0.532 -1.075 0.611 0.458
H 1.242 -0.625 -1.686 0.007
H 1.530 0.988 -1.904 0.019
H 0.013 0.447 -2.034 0.004
H 1.478 0.040 1.898 0.009
H 1.854 1.560 1.073 0.024
H 2.441 -0.093 0.458 0.003
H -2.809 -1.806 0.020 0.058
H -2.306 -0.160 -0.460 0.013
H -1.657 -1.691 -1.251 0.015
H 0.007 2.387 0.277 0.012
H -1.019 1.439 0.989 0.001
```

---

Here is an isolated molecule of C9H12N2O2S at a distorted geometry from the OMol25 dataset. Energies are from ωB97M-V/def2-TZVPD.

The calculation puts the LUMO energy at -0.3 eV. Its energy above the lowest of the compared OMol25 structures with the same formula, charge and spin is 242.2 kJ/mol. For the total energy, the calculation gives -1008.24231 Eh. The value obtained for the strongest force on any atom is 0.07890 hartree/bohr. The calculation puts the HOMO energy at -7.8 eV.

Geometry as XYZ:
```
26
Properties=species:S:1:pos:R:3:nbo_charge:R:1
N -4.465 1.102 1.107 -0.826
C -3.349 0.520 0.495 0.126
C -2.782 1.155 -0.484 -0.249
C -1.642 0.596 -1.252 -0.453
C -0.848 -0.354 -0.328 0.251
N 0.383 -0.597 -0.724 -0.622
S 1.500 -1.536 0.075 0.376
C 3.076 -1.192 -0.946 -0.518
C 4.142 -0.497 0.093 -0.529
C 3.969 0.954 0.448 0.778
O 4.929 1.566 0.813 -0.583
O 2.754 1.438 0.533 -0.664
C -1.683 -1.135 0.535 -0.253
C -2.849 -0.701 1.031 -0.184
H -4.948 1.884 0.633 0.391
H -4.997 0.607 1.842 0.389
H -3.252 1.976 -0.958 0.201
H -0.998 1.436 -1.647 0.238
H -1.977 -0.075 -1.963 0.226
H 2.780 -0.584 -1.790 0.241
H 3.477 -2.128 -1.403 0.233
H 4.037 -0.972 1.155 0.239
H 5.137 -0.545 -0.178 0.242
H 2.130 0.695 0.387 0.491
H -1.295 -2.149 0.761 0.219
H -3.230 -1.463 1.762 0.240
```

---

Here is an isolated molecule of C2H2IPS at a distorted geometry from the OMol25 dataset. Energies are from ωB97M-V/def2-TZVPD.

The calculation puts the LUMO energy at -1.7 eV. Its energy above the lowest of the compared OMol25 structures with the same formula, charge and spin is 42.3 kJ/mol. For the total energy, the calculation gives -1114.57481 Eh. The value obtained for the strongest force on any atom is 0.13288 hartree/bohr. The calculation puts the HOMO energy at -9.0 eV.

Geometry as XYZ:
```
7
Properties=species:S:1:pos:R:3:nbo_charge:R:1
S -2.975 -1.038 -0.376 -0.371
P -1.860 0.282 0.466 0.681
C -0.236 -0.191 -0.159 -0.669
C 0.980 0.569 0.226 -0.301
I 2.942 -0.106 -0.274 0.183
H 0.188 -1.107 -0.678 0.247
H 0.960 1.592 0.796 0.231
```

---

Here is a structure of composition FH2NO at a distorted geometry from the OMol25 dataset. Energies are from ωB97M-V/def2-TZVPD.

The calculation puts the LUMO energy at -0.3 eV. Its energy above the lowest of the compared OMol25 structures with the same formula, charge and spin is 235.7 kJ/mol. For the total energy, the calculation gives -230.86819 Eh. The value obtained for the strongest force on any atom is 0.08562 hartree/bohr. The calculation puts the HOMO energy at -11.1 eV.

Geometry as XYZ:
```
5
Properties=species:S:1:pos:R:3:nbo_charge:R:1
N -0.579 -0.320 0.036 -0.471
O 0.827 -0.498 -0.146 -0.032
F 1.752 0.715 0.155 -0.243
H -0.976 0.022 -0.898 0.364
H -1.024 0.081 0.854 0.382
```

---

Here is an isolated molecule of C4H10BN at a distorted geometry from the OMol25 dataset. Energies are from ωB97M-V/def2-TZVPD.

Its multiplicity is 3. The calculation puts the LUMO energy (spin up / spin down) at 0.8 / -2.3 eV. Its energy above the lowest of the compared OMol25 structures with the same formula, charge and spin is 112.5 kJ/mol. For the total energy, the calculation gives -237.78024 Eh. The value obtained for the strongest force on any atom is 0.08116 hartree/bohr. The calculation puts the HOMO energy (spin up / spin down) at -3.8 / -8.8 eV.

Geometry as XYZ:
```
16
Properties=species:S:1:pos:R:3:lowdin_spin:R:1
B -0.710 0.164 -0.021 0.634
C -2.104 0.659 0.085 0.359
C -1.942 -0.830 0.132 0.475
C 1.546 1.202 0.106 0.028
C 1.220 -1.244 -0.216 0.033
N 0.665 0.102 -0.067 0.215
H -2.582 1.406 0.781 0.061
H -2.567 0.873 -0.940 0.067
H -2.322 -1.373 -0.674 0.045
H -2.056 -1.344 1.089 0.040
H 2.033 1.513 -0.824 0.008
H 0.908 2.115 0.377 0.006
H 2.403 0.958 0.796 0.007
H 2.178 -1.369 0.409 0.007
H 0.332 -1.938 -0.096 0.010
H 1.687 -1.527 -1.195 0.006
```

---

- Which value of strongest force on any atom does entry 2 give?
  0.13035 hartree/bohr